# 1
C7H10 | ωB97M-V/def2-TZVPD

Atoms and positions in Å:
C (-1.99, 0.28, 0.34)
C (-0.82, 0.15, -0.62)
C (0.28, -0.94, -0.50)
C (1.36, -0.03, -1.10)
C (0.97, 1.02, -0.07)
C (1.04, 0.30, 1.23)
C (0.61, -0.94, 0.98)
H (-2.56, 1.19, 0.10)
H (-2.72, -0.55, 0.31)
H (-1.61, 0.35, 1.36)
H (-1.23, 0.12, -1.67)
H (0.09, -1.91, -0.96)
H (1.11, 0.33, -2.11)
H (2.38, -0.42, -1.08)
H (1.46, 2.02, -0.09)
H (1.28, 0.75, 2.20)
H (0.36, -1.73, 1.67)

Values from the calculation:
**Molar mass**: 94.16 g/mol
**Spin multiplicity**: 1
**Energy above the lowest of the compared OMol25 structures with the same formula, charge and spin**: 78.0 kcal/mol
**Calculated total energy**: -272.59370 a.u.
**F_max**: 0.0246 Eh/bohr
**HOMO**: -8.3 eV
**Total charge**: 0

=====

# 2
C7H10 | ωB97M-V/def2-TZVPD

Atoms and positions in Å:
C (1.28, 0.96, -1.02)
C (1.56, 0.96, 0.30)
C (1.04, 0.06, 1.33)
C (0.53, -1.11, 0.93)
C (-0.08, -1.36, -0.37)
C (-1.31, -0.83, -0.50)
C (-1.79, 0.51, -0.05)
H (0.34, 0.70, -1.47)
H (2.05, 1.27, -1.71)
H (2.41, 1.56, 0.62)
H (1.28, 0.23, 2.37)
H (0.36, -1.95, 1.61)
H (0.22, -2.21, -0.98)
H (-2.04, -1.43, -1.03)
H (-1.92, 1.10, -0.98)
H (-2.77, 0.48, 0.43)
H (-1.10, 1.08, 0.58)

Values from the calculation:
**SMILES**: C=C/C=C\C=C/C
**Molar mass**: 94.16 g/mol
**Spin multiplicity**: 1
**Energy above the lowest of the compared OMol25 structures with the same formula, charge and spin**: 67.7 kcal/mol
**Calculated total energy**: -272.61016 a.u.
**F_max**: 0.0192 Eh/bohr
**HOMO**: -8.4 eV
**Total charge**: 0

=====

# 3
C7H10 | ωB97M-V/def2-TZVPD

Atoms and positions in Å:
C (1.60, -1.12, -0.09)
C (0.33, -0.33, 0.00)
C (0.28, 0.74, 1.12)
C (-0.64, 1.54, 0.24)
C (-1.54, 0.52, -0.42)
C (-1.07, -0.97, -0.06)
C (-0.17, 0.76, -0.99)
H (1.72, -1.74, 0.80)
H (1.63, -1.77, -0.97)
H (2.46, -0.44, -0.13)
H (-0.09, 0.46, 2.12)
H (1.26, 1.22, 1.19)
H (-0.96, 2.56, 0.46)
H (-2.40, 0.95, -0.95)
H (-1.24, -1.74, 0.73)
H (-1.28, -1.48, -1.00)
H (0.11, 0.85, -2.04)

Values from the calculation:
**SMILES**: C[C@]12C[C@@H]3[C@H](C1)[C@@H]32
**Molar mass**: 94.16 g/mol
**Spin multiplicity**: 1
**Energy above the lowest of the compared OMol25 structures with the same formula, charge and spin**: 67.3 kcal/mol
**Calculated total energy**: -272.61070 a.u.
**F_max**: 0.0271 Eh/bohr
**HOMO**: -9.2 eV
**Total charge**: 0

=====

# 4
C7H10 | ωB97M-V/def2-TZVPD

Atoms and positions in Å:
C (2.06, 0.81, 0.81)
C (1.32, 1.22, 0.00)
C (0.07, 1.27, -0.75)
C (-0.80, 0.12, 0.03)
C (-2.21, 0.42, 0.43)
C (-0.11, -0.99, 0.29)
C (1.10, -1.63, -0.40)
H (2.87, 0.63, 1.43)
H (-0.49, 2.20, -0.71)
H (0.11, 1.09, -1.84)
H (-2.76, 1.00, -0.43)
H (-2.16, 1.19, 1.09)
H (-2.74, -0.47, 0.73)
H (-0.60, -1.79, 0.79)
H (2.06, -1.17, 0.00)
H (1.19, -1.18, -1.40)
H (1.10, -2.71, -0.09)

Values from the calculation:
**SMILES**: C#CC/C(C)=C\C
**Molar mass**: 94.16 g/mol
**Spin multiplicity**: 1
**Energy above the lowest of the compared OMol25 structures with the same formula, charge and spin**: 97.1 kcal/mol
**Calculated total energy**: -272.56326 a.u.
**F_max**: 0.0713 Eh/bohr
**HOMO**: -8.6 eV
**Total charge**: 0

=====

# 5
C7H10 | ωB97M-V/def2-TZVPD

Atoms and positions in Å:
C (-1.16, -2.71, 0.46)
C (-1.19, -1.62, -0.06)
C (-1.20, -0.32, -0.74)
C (-0.72, 0.85, 0.11)
C (0.26, 1.87, -0.39)
C (0.69, 0.87, 0.64)
C (1.69, -0.19, 0.23)
H (-1.13, -3.68, 0.92)
H (-0.58, -0.41, -1.64)
H (-2.22, -0.12, -1.10)
H (-1.49, 1.29, 0.74)
H (0.12, 2.90, -0.09)
H (0.67, 1.75, -1.40)
H (0.81, 1.23, 1.66)
H (2.70, 0.22, 0.29)
H (1.63, -1.08, 0.85)
H (1.53, -0.50, -0.81)

Values from the calculation:
**SMILES**: C#CC[C@@H]1C[C@@H]1C
**Molar mass**: 94.16 g/mol
**Spin multiplicity**: 1
**Energy above the lowest of the compared OMol25 structures with the same formula, charge and spin**: 58.0 kcal/mol
**Calculated total energy**: -272.62549 a.u.
**F_max**: 0.0099 Eh/bohr
**HOMO**: -9.8 eV
**Total charge**: 0

=====

# 6
C7H10 | ωB97M-V/def2-TZVPD

Atoms and positions in Å:
C (-0.71, 1.59, 0.02)
C (-1.41, 0.65, 0.65)
C (-0.68, -0.69, 0.58)
C (0.75, -0.73, 1.25)
C (1.42, -0.83, -0.14)
C (0.04, -0.62, -0.81)
C (-0.18, 0.86, -1.17)
H (-0.90, 2.65, -0.07)
H (-2.47, 0.80, 0.79)
H (-1.31, -1.55, 0.85)
H (0.95, -1.58, 1.91)
H (1.00, 0.20, 1.78)
H (2.16, -0.06, -0.39)
H (1.88, -1.81, -0.34)
H (-0.24, -1.33, -1.59)
H (0.68, 1.44, -1.40)
H (-0.98, 1.00, -1.92)

Values from the calculation:
**SMILES**: C1=C[C@@H]2CC[C@@H]2C1
**Molar mass**: 94.16 g/mol
**Spin multiplicity**: 1
**Energy above the lowest of the compared OMol25 structures with the same formula, charge and spin**: 64.4 kcal/mol
**Calculated total energy**: -272.61545 a.u.
**F_max**: 0.0379 Eh/bohr
**HOMO**: -8.3 eV
**Total charge**: 0

=====

# 7
C7H10 | ωB97M-V/def2-TZVPD

Atoms and positions in Å:
C (-0.88, 0.15, -1.79)
C (-1.52, 0.84, -0.62)
C (-0.32, 1.34, 0.24)
C (0.26, -0.07, 0.35)
C (0.73, -0.68, 1.62)
C (1.68, -0.50, 0.47)
C (-0.71, -0.69, -0.60)
H (0.05, 0.55, -2.16)
H (-1.56, -0.20, -2.57)
H (-2.02, -0.02, -0.05)
H (-0.62, 1.79, 1.19)
H (0.32, 2.05, -0.30)
H (0.85, -0.02, 2.48)
H (0.40, -1.69, 1.87)
H (2.44, 0.27, 0.53)
H (1.97, -1.39, -0.10)
H (-1.09, -1.72, -0.56)

Values from the calculation:
**SMILES**: C1[C@@H]2CC3(CC3)[C@H]12
**Molar mass**: 94.16 g/mol
**Spin multiplicity**: 1
**Energy above the lowest of the compared OMol25 structures with the same formula, charge and spin**: 101.9 kcal/mol
**Calculated total energy**: -272.55560 a.u.
**F_max**: 0.0363 Eh/bohr
**HOMO**: -7.8 eV
**Total charge**: 0

=====

# 8
C7H10 | ωB97M-V/def2-TZVPD

Atoms and positions in Å:
C (-0.03, 2.16, 1.08)
C (0.61, 2.30, -0.08)
C (-0.53, -0.18, 0.70)
C (-1.28, -0.46, -0.58)
C (-0.57, -1.76, -0.26)
C (0.84, -1.71, -0.74)
C (0.61, -1.02, 0.57)
H (-1.10, 2.35, 1.18)
H (0.49, 1.87, 1.99)
H (0.08, 2.59, -0.99)
H (1.67, 2.09, -0.18)
H (-2.36, -0.40, -0.44)
H (-0.98, -0.06, -1.55)
H (-1.05, -2.65, 0.13)
H (1.04, -1.13, -1.64)
H (1.41, -2.64, -0.65)
H (1.14, -1.36, 1.46)

Values from the calculation:
**Molar mass**: 94.16 g/mol
**Spin multiplicity**: 1
**Energy above the lowest of the compared OMol25 structures with the same formula, charge and spin**: 127.7 kcal/mol
**Calculated total energy**: -272.51452 a.u.
**F_max**: 0.0094 Eh/bohr
**HOMO**: -7.6 eV
**Total charge**: 0

=====

# 9
C7H10AlBrN | ωB97M-V/def2-TZVPD

Atoms and positions in Å:
C (1.23, -0.58, -0.74)
C (0.56, -0.33, -1.99)
C (-0.58, -1.17, -2.09)
C (-0.67, -1.96, -0.91)
C (0.43, -1.55, 0.00)
Al (-0.11, 0.18, 1.02)
N (1.05, -0.56, 2.57)
C (0.15, 1.85, 1.17)
C (-0.54, 2.28, 0.03)
H (-1.27, -1.23, -2.93)
H (0.89, 0.38, -2.76)
H (-1.40, -2.73, -0.69)
H (0.75, -2.12, 0.87)
H (2.22, -0.23, -0.44)
H (-0.13, 2.33, -1.08)
H (-0.43, 1.96, 2.15)
H (0.54, -0.52, 3.48)
H (-1.72, 2.42, -0.18)
H (1.33, 1.92, 1.17)
Br (-2.32, -0.33, 1.35)

Values from the calculation:
**Molar mass**: 215.05 g/mol
**Spin multiplicity**: 1
**Energy above the lowest of the compared OMol25 structures with the same formula, charge and spin**: 0.0 kcal/mol
**Calculated total energy**: -3143.86590 a.u.
**F_max**: 0.1559 Eh/bohr
**HOMO (spin up / spin down)**: -4.0 / -2.8 eV
**Total charge**: -1

=====

# 10
C7H10AsN3O6PtS2 | ωB97M-V/def2-TZVPD

Atoms and positions in Å:
Pt (-1.38, 1.19, -0.48)
O (-0.20, -1.81, 2.28)
As (-1.33, -1.51, 0.88)
O (-2.40, -2.69, 1.06)
O (-1.76, 0.06, 1.34)
C (0.04, -1.52, -0.52)
C (1.33, -1.89, -0.18)
C (2.33, -1.88, -1.13)
C (2.06, -1.53, -2.45)
C (0.77, -1.19, -2.80)
C (-0.23, -1.19, -1.84)
S (-1.82, -0.56, -2.35)
O (-2.25, -1.23, -3.53)
O (-2.71, -0.64, -1.18)
O (-1.48, 0.88, -2.59)
H (-0.71, -2.34, 2.90)
H (1.55, -2.17, 0.84)
H (3.34, -2.16, -0.85)
H (2.85, -1.51, -3.19)
H (0.50, -0.92, -3.81)
N (-1.61, 2.71, 1.43)
N (-0.35, 2.73, 2.05)
C (0.77, 2.37, 1.38)
N (1.88, 2.17, 2.09)
S (0.82, 2.34, -0.31)
H (-2.00, 3.65, 1.31)
H (-2.25, 2.06, 1.88)
H (-0.34, 2.61, 3.06)
H (1.86, 2.08, 3.10)
H (2.72, 1.90, 1.61)

Values from the calculation:
**Molar mass**: 566.31 g/mol
**Spin multiplicity**: 1
**Calculated total energy**: -4039.82440 a.u.
**F_max**: 0.0509 Eh/bohr
**HOMO (spin up / spin down)**: -8.9 / -8.7 eV
**Total charge**: 0

=====

# 11
C7H10BF4NRu | ωB97M-V/def2-TZVPD

Atoms and positions in Å:
C (1.59, -1.41, -1.43)
C (0.36, -1.09, -2.13)
C (-0.74, -1.55, -1.33)
C (-0.20, -2.19, -0.16)
C (1.24, -2.13, -0.23)
Ru (0.45, -0.06, -0.21)
N (1.64, 0.88, 0.84)
C (1.02, 2.07, -0.01)
C (0.11, 1.63, -1.13)
H (-1.79, -1.42, -1.56)
H (0.29, -0.56, -3.08)
H (-0.79, -2.61, 0.66)
H (1.93, -2.51, 0.51)
H (2.59, -1.19, -1.78)
H (0.55, 1.77, -2.12)
H (0.50, 2.76, 0.67)
H (1.75, 1.10, 1.82)
H (-0.90, 2.02, -1.02)
H (1.89, 2.56, -0.46)
F (-1.52, 0.49, 1.21)
B (-2.33, 0.38, 2.48)
F (-3.65, 0.72, 2.14)
F (-2.22, -0.96, 2.91)
F (-1.76, 1.28, 3.40)

Values from the calculation:
**Molar mass**: 296.04 g/mol
**Spin multiplicity**: 6
**Energy above the lowest of the compared OMol25 structures with the same formula, charge and spin**: 37.4 kcal/mol
**Calculated total energy**: -846.71108 a.u.
**⟨S²⟩**: 8.77
**F_max**: 0.0998 Eh/bohr
**HOMO (spin up / spin down)**: -0.6 / -5.6 eV
**Total charge**: -1

=====

# 12
C7H10Br2F3NO2 | ωB97M-V/def2-TZVPD

Atoms and positions in Å:
O (3.48, -2.95, -0.45)
C (2.94, -2.02, -1.10)
O (3.69, -1.38, -2.10)
N (1.55, -1.72, -0.79)
C (1.31, -0.28, -0.47)
C (-0.16, 0.10, -1.07)
C (-0.77, -1.12, -1.91)
F (-0.58, -1.13, -3.32)
C (-1.52, -2.20, -1.34)
F (-2.76, -1.93, -0.75)
F (-1.04, -3.54, -1.32)
H (3.17, -0.67, -2.53)
H (1.16, -2.35, -0.08)
H (1.23, -0.08, 0.66)
H (2.12, 0.39, -0.91)
H (-0.89, 0.43, -0.25)
H (-0.04, 0.95, -1.81)
Br (-2.26, 0.58, 1.38)
C (-1.38, 1.74, 2.68)
C (-1.84, 3.17, 2.53)
Br (-1.00, 4.02, 0.98)
H (-0.30, 1.62, 2.53)
H (-1.66, 1.35, 3.65)
H (-1.52, 3.77, 3.38)
H (-2.92, 3.26, 2.40)

Values from the calculation:
**SMILES**: O=C(O)NCCC(F)=C(F)F.BrCCBr
**Molar mass**: 356.96 g/mol
**Spin multiplicity**: 1
**Energy above the lowest of the compared OMol25 structures with the same formula, charge and spin**: 53.8 kcal/mol
**Calculated total energy**: -5925.42446 a.u.
**F_max**: 0.0853 Eh/bohr
**HOMO**: -8.7 eV
**Total charge**: 0